(1)
14
Properties=species:S:1:pos:R:3:forces:R:3:nbo_charge:R:1 method="wB97M-V/def2-TZVPD" energy_ha=-249.75118 e_above_lowest_ev=2.013 homo_ev=-14.692 gap_ev=9.70 smiles="C=[N+]=CC(=C)C" lumo_ev=-4.99 total_charge=+1
C -2.8399 -0.0089 0.0350 -1.1 0.2 0.0 0.09
N -1.7123 -0.5024 -0.0250 2.0 0.4 0.0 -0.26
C -0.5300 -0.9500 -0.0616 0.8 -1.1 -0.1 0.23
C 0.8217 -0.3101 -0.0189 -1.5 0.3 0.0 -0.09
C 1.8838 -1.1190 0.0331 -0.4 0.0 0.0 -0.21
C 0.8656 1.1801 -0.0278 0.0 0.1 0.0 -0.65
H -3.3449 0.1158 0.9885 0.1 0.0 0.1 0.24
H -3.3779 0.2679 -0.8674 0.1 0.0 -0.1 0.24
H -0.4795 -2.0366 -0.1476 -0.2 0.0 0.0 0.24
H 1.8131 -2.1936 0.0427 -0.1 -0.2 0.0 0.22
H 2.8764 -0.7037 0.0844 0.1 0.1 0.0 0.23
H 1.8903 1.5317 0.0315 0.0 0.1 0.0 0.25
H 0.3093 1.5876 0.8156 0.0 0.1 0.1 0.23
H 0.4195 1.5684 -0.9425 0.0 0.1 -0.1 0.24

***

(2)
14
Properties=species:S:1:pos:R:3:forces:R:3:nbo_charge:R:1 method="wB97M-V/def2-TZVPD" energy_ha=-249.66153 e_above_lowest_ev=4.452 homo_ev="-15.751 / -15.750" gap_ev="8.16 / 8.15" lumo_ev="-7.59 / -7.60" total_charge=+1
C 0.7977 0.0989 -0.0654 -4.4 1.9 0.5 0.16
C -1.4416 -0.7261 -0.0262 1.1 2.2 -1.2 -0.51
C -1.4355 0.8537 0.0558 -1.8 -2.5 -1.8 -0.34
C 0.0132 -1.0475 -0.1009 -2.5 3.2 -0.5 0.07
C 2.2228 0.2883 0.0581 0.6 -0.1 -0.2 -0.70
N -0.1818 1.3274 0.0540 5.3 -3.7 -0.7 0.01
H -2.0297 -1.1679 0.7345 -0.3 -0.7 1.4 0.29
H -2.0030 -1.0883 -0.8821 0.2 0.0 -0.7 0.30
H -2.1204 1.4484 -0.6542 0.8 -0.8 1.1 0.32
H -1.7479 0.9946 1.0583 -0.9 1.2 1.6 0.33
H 0.2308 -1.9883 -0.4531 1.4 -2.2 0.0 0.25
H 2.3062 0.4662 1.1358 0.9 0.8 -0.3 0.27
H 2.4607 1.0340 -0.6738 0.5 1.4 0.5 0.27
H 2.9285 -0.4934 -0.2406 -0.8 -0.6 0.3 0.28